Below is the ion C37H76N3O2S2 with charge +1, with properties calculated with ωB97M-V with the def2-TZVPD basis set.

Geometry as XYZ:
```
120
Properties=species:S:1:pos:R:3:mulliken_charge:R:1
C -4.182 -1.597 3.661 -0.743
C -5.461 -1.989 4.436 -0.720
C -5.680 -3.529 4.512 0.105
C -6.778 -4.031 3.572 -1.143
C -6.276 -4.253 2.129 -0.439
C -5.490 -5.576 2.085 -0.527
C -4.539 -5.703 0.899 -1.184
C -3.526 -4.548 0.795 0.074
N -2.155 -5.006 0.555 0.258
C -1.566 -5.871 1.607 -2.063
C -2.028 -5.605 3.037 1.803
C -0.984 -6.043 4.098 -1.407
C -0.461 -4.840 4.912 -0.552
C -1.079 -4.719 6.326 -0.906
C -0.045 -4.801 7.458 -0.909
C 0.671 -3.471 7.822 -0.391
C 0.598 -2.362 6.774 -1.089
C -1.321 -3.964 0.176 0.323
S -0.679 -2.839 1.170 -0.291
S -1.056 -3.944 -1.571 -0.198
C 0.315 -2.796 -1.829 -0.308
C 0.143 -2.191 -3.220 -1.161
C 1.252 -1.187 -3.543 -0.784
C 1.174 0.082 -2.667 -0.015
C 2.569 0.437 -2.106 -1.393
C 3.035 1.919 -2.233 -1.069
C 2.442 2.743 -3.410 0.934
C 3.502 3.333 -4.346 -1.445
C 4.643 4.090 -3.640 -1.083
C 4.207 4.979 -2.477 -0.515
C 3.689 6.363 -2.941 -0.888
C 4.782 7.431 -2.835 -0.986
C 4.755 8.191 -1.488 -0.296
C 5.290 9.596 -1.736 -0.772
O 5.884 10.130 -0.577 -0.331
C 6.239 11.484 -0.772 -0.708
C 1.485 1.901 -4.250 -0.537
C 0.836 2.645 -5.416 -1.682
O -0.210 1.913 -6.000 -0.451
C 0.233 0.971 -6.978 -0.606
N 0.503 1.207 -3.378 0.886
C -0.203 2.080 -2.382 -1.330
N -0.929 3.154 -3.000 -0.102
C -2.374 2.917 -3.021 -1.020
H -3.523 -1.037 4.322 0.349
H -3.622 -2.471 3.340 -0.129
H -4.422 -0.982 2.796 0.306
H -5.385 -1.634 5.459 0.379
H -6.352 -1.573 3.972 0.306
H -5.940 -3.821 5.529 0.445
H -4.716 -3.995 4.306 -0.211
H -7.626 -3.350 3.560 0.452
H -7.090 -5.014 3.923 0.359
H -7.153 -4.340 1.489 0.420
H -5.670 -3.414 1.788 0.272
H -5.006 -5.709 3.050 0.239
H -6.214 -6.388 2.001 0.372
H -4.028 -6.663 0.875 0.460
H -5.158 -5.691 0.002 0.367
H -3.617 -3.840 1.621 -0.300
H -3.818 -3.989 -0.096 0.580
H -1.682 -6.912 1.313 0.161
H -0.491 -5.693 1.585 0.780
H -2.905 -6.224 3.211 -0.155
H -2.274 -4.567 3.223 -0.686
H -0.185 -6.646 3.668 0.537
H -1.497 -6.691 4.805 0.458
H 0.616 -4.954 5.033 0.695
H -0.638 -3.900 4.393 0.327
H -1.634 -3.783 6.371 0.296
H -1.817 -5.498 6.513 0.597
H 0.697 -5.542 7.165 0.392
H -0.529 -5.159 8.364 0.336
H 1.731 -3.702 7.934 0.254
H 0.352 -3.091 8.788 0.338
H 1.252 -1.545 7.076 0.415
H 0.959 -2.685 5.802 0.226
H -0.405 -1.957 6.656 0.276
H 0.396 -2.046 -1.047 0.227
H 1.226 -3.390 -1.834 0.298
H -0.850 -1.753 -3.354 0.415
H 0.218 -2.994 -3.952 0.554
H 2.205 -1.694 -3.424 0.569
H 1.192 -0.917 -4.600 -0.186
H 0.547 -0.208 -1.830 0.590
H 3.359 -0.180 -2.515 0.574
H 2.551 0.201 -1.046 0.138
H 4.114 1.897 -2.342 0.349
H 2.863 2.427 -1.288 0.478
H 1.908 3.590 -2.978 0.517
H 3.034 4.042 -5.029 0.506
H 3.917 2.555 -4.991 0.302
H 5.382 3.365 -3.301 0.505
H 5.132 4.724 -4.378 0.472
H 5.103 5.187 -1.892 0.548
H 3.513 4.508 -1.786 0.296
H 2.879 6.644 -2.272 0.408
H 3.320 6.304 -3.964 0.371
H 4.641 8.192 -3.601 0.570
H 5.778 7.005 -2.939 0.340
H 3.739 8.220 -1.100 0.349
H 5.393 7.715 -0.743 0.249
H 6.069 9.502 -2.506 0.368
H 4.492 10.230 -2.135 0.331
H 5.432 12.023 -1.276 0.309
H 6.386 11.971 0.187 0.261
H 7.144 11.575 -1.379 0.279
H 2.103 1.114 -4.688 0.813
H 1.615 2.807 -6.162 0.695
H 0.524 3.634 -5.090 0.416
H 0.903 1.422 -7.709 0.333
H -0.650 0.634 -7.505 0.280
H 0.714 0.132 -6.474 0.220
H -0.232 0.788 -3.960 0.596
H 0.461 2.458 -1.612 0.465
H -0.913 1.431 -1.867 0.572
H -0.737 4.030 -2.531 0.324
H -2.803 2.825 -2.019 0.360
H -2.615 2.039 -3.615 0.320
H -2.883 3.749 -3.499 0.363
```

Charge: +1
Energy (eV): -69829.5928
Molar mass (g mol⁻¹): 659.17
LUMO (eV): -2.19
HOMO-LUMO gap (eV): 8.291
Largest force on an atom (eV/A): 1.9